{
  "formula": "C5H13N2",
  "method": "ωB97M-V/def2-TZVPD",
  "charge": 1,
  "orbital_gap_ev": 11.27,
  "de_lowest_kcal_mol": 68.14,
  "max_force_ev_per_a": 5.2,
  "smiles": "CC1(C)C[C@H](N)[NH2+]1",
  "species": ["C", "C", "C", "C", "C", "N", "N", "H", "H", "H", "H", "H", "H", "H", "H", "H", "H", "H", "H", "H"],
  "xyz": [[-0.3986, -0.2953, -1.1633], [-1.5469, -0.4072, -0.1236], [0.7309, -0.0481, -0.0115], [1.1724, 1.4339, 0.0050], [1.9280, -1.1047, 0.1043], [-2.4474, 0.7409, -0.2111], [-0.5794, -0.4702, 1.1157], [-0.1883, -1.1891, -1.6921], [-0.4517, 0.4917, -1.9016], [-2.1284, -1.2869, -0.2454], [1.9391, 1.7130, 0.6968], [0.4044, 2.0603, 0.4037], [1.5305, 1.5113, -1.0381], [2.4588, -0.7961, 0.9074], [2.5973, -0.9174, -0.7747], [1.5298, -2.0620, 0.0695], [-3.3661, 0.5906, 0.0793], [-2.0541, 1.3676, 0.3932], [-0.7244, 0.0819, 1.9424], [-0.4060, -1.4141, 1.4441]],
  "atomic_forces_ev_per_a": [[1.4037, 0.3758, 2.6651], [-0.1810, 1.3807, -1.4286], [-0.6425, -0.8816, -0.6776], [-0.1338, -1.9475, 0.2675], [-2.3753, 3.2599, -3.3129], [1.9355, -2.2781, -1.0182], [1.5084, 0.0405, -2.2507], [0.0535, -1.0925, -0.3500], [-0.3205, 0.4129, 0.2104], [-0.2409, -0.9972, 0.3410], [1.1240, -0.5951, 0.3006], [-1.0854, 0.7258, -1.0031], [-0.4467, 0.9179, 0.5309], [1.7437, 0.1857, 2.8859], [-0.7318, -0.2653, 0.4986], [-0.2981, -1.9184, 0.2219], [-1.6921, -0.7165, 0.5852], [0.8389, 2.9446, 1.4506], [-0.3643, 0.7103, 0.2196], [-0.0954, -0.2619, -0.1363]]
}